1.
46
Properties=species:S:1:pos:R:3:lowdin_charge:R:1 method="wB97M-V/def2-TZVPD" homo_lumo_gap_ev=9.1 e_lumo_ev=-4.3 e_homo_ev=-13.40 total_charge=+1
C -4.37 -1.06 -1.46 -0.1308
C -2.77 -0.78 -1.03 -0.2637
C -2.81 0.44 0.06 -0.2075
C -1.48 0.57 1.01 -0.1055
C -0.83 -0.86 1.49 -0.0255
N -1.35 -1.85 2.55 0.0830
C -0.39 -3.02 2.67 0.0231
C 0.86 -2.82 1.63 0.0556
N 0.46 -1.50 1.00 -0.0464
C 1.44 -1.01 -0.08 -0.2033
C 0.76 -1.50 -1.52 -0.0250
F 1.62 0.46 -0.11 -0.0892
H -4.90 0.01 -1.43 0.0915
H -4.81 -1.69 -0.56 0.0899
H -4.46 -1.59 -2.50 0.0878
H -2.17 -0.46 -2.01 0.1189
H -2.38 -1.81 -0.63 0.0916
H -3.77 0.42 0.74 0.1224
H -2.86 1.45 -0.57 0.1439
H -1.84 1.12 2.01 0.1350
H -0.73 1.29 0.48 0.1253
H -2.25 -1.71 3.10 0.1762
H -0.54 -3.96 3.39 0.1435
H 1.80 -3.48 1.40 0.1485
H 2.53 -1.48 0.07 0.1785
H 1.59 -2.10 -2.10 0.0970
H -0.16 -2.22 -1.31 0.0927
H 0.33 -0.59 -2.11 0.0918
C 2.34 3.30 -0.60 -0.0892
C 1.93 4.47 -1.39 -0.2642
N 1.60 5.39 -2.02 0.1322
H 1.75 2.41 -0.84 0.0396
H 3.39 3.05 -0.77 0.0843
H 2.22 3.48 0.48 0.0809
C 3.09 0.21 -4.08 -0.0770
C 1.82 -0.03 -4.79 -0.2778
N 0.82 -0.22 -5.36 0.1307
H 3.60 -0.73 -3.83 0.0793
H 3.79 0.80 -4.69 0.0882
H 2.93 0.75 -3.15 0.0634
C 1.10 0.91 4.35 -0.0698
C -0.13 1.61 4.74 -0.2717
N -1.11 2.16 5.05 0.1323
H 0.91 0.15 3.58 0.0459
H 1.85 1.60 3.95 0.0856
H 1.56 0.39 5.20 0.0883

---

2.
50
Properties=species:S:1:pos:R:3:lowdin_charge:R:1 method="wB97M-V/def2-TZVPD" de_lowest_kcal_mol=0.00 homo_lumo_gap_ev=8.1 e_lumo_ev=-3.4 e_homo_ev=-11.53 total_charge=+1
C -0.22 1.86 2.33 -0.0469
C 0.62 1.20 1.21 -0.1880
N 0.30 -0.24 1.04 0.0032
N -0.50 -0.55 -0.12 -0.2551
C -1.79 0.21 -0.24 -0.1432
C -2.80 -0.01 0.89 -0.1581
C -4.01 -0.89 0.54 -0.1847
C -5.26 -0.38 1.20 -0.1889
O -5.60 0.89 0.62 -0.0405
C -6.58 0.78 -0.33 -0.3088
O -6.42 1.21 -1.45 0.1020
C 0.39 -0.40 -1.34 -0.1498
C 0.00 0.74 -2.28 -0.8055
O 0.39 1.86 -2.18 0.0429
I -1.28 0.21 -3.94 0.9320
P -0.78 -2.36 0.00 0.2051
O -1.23 -2.55 1.49 -0.1307
O 0.64 -3.03 -0.03 -0.1301
S -1.94 -3.05 -1.34 0.4656
H -0.95 1.18 2.75 0.0629
H 0.40 2.26 3.11 0.0789
H -0.77 2.69 1.92 0.0793
H 0.48 1.78 0.32 0.0988
H 1.65 1.26 1.53 0.1030
H -0.15 -0.56 1.89 0.1036
H -1.61 1.27 -0.34 0.1324
H -2.27 -0.11 -1.15 0.0587
H -3.19 0.97 1.14 0.1206
H -2.33 -0.37 1.80 0.0933
H -3.84 -1.88 0.93 0.1020
H -4.14 -1.00 -0.52 0.1064
H -5.12 -0.24 2.26 0.1336
H -6.04 -1.12 1.07 0.1273
H -7.51 0.33 -0.01 0.1502
H 0.39 -1.30 -1.93 0.0674
H 1.41 -0.26 -1.03 0.1386
H -0.85 -3.36 1.85 0.1235
H 0.79 -3.31 -0.94 0.0861
C 6.75 0.27 -1.88 -0.0858
C 5.60 0.97 -2.19 -0.0934
C 4.65 1.22 -1.21 -0.1091
C 4.86 0.77 0.09 -0.1091
C 6.02 0.08 0.40 -0.0939
C 6.96 -0.18 -0.58 -0.0861
H 7.49 0.07 -2.64 0.1054
H 5.44 1.33 -3.20 0.1032
H 3.75 1.77 -1.46 0.0915
H 4.13 0.98 0.85 0.0825
H 6.19 -0.26 1.42 0.1025
H 7.86 -0.73 -0.34 0.1054

---

3.
46
Properties=species:S:1:pos:R:3:lowdin_charge:R:1 method="wB97M-V/def2-TZVPD" homo_lumo_gap_ev=6.2 e_lumo_ev=-8.4 e_homo_ev=-14.60 total_charge=+2
Zr 0.49 0.38 0.03 1.0786
H 0.99 2.23 0.23 0.1172
H 1.02 2.12 -0.63 0.1012
P -0.25 -0.14 -2.55 0.6423
C 1.00 -1.14 -3.44 -0.2743
H 0.65 -1.28 -4.48 0.0668
H 1.98 -0.65 -3.45 0.0518
H 1.12 -2.13 -2.97 0.0604
C -1.74 -1.11 -2.95 -0.2272
H -2.63 -0.62 -2.52 0.0562
H -1.86 -1.19 -4.04 0.0737
H -1.65 -2.11 -2.50 0.0672
C -0.35 1.32 -3.63 -0.2365
H 0.62 1.85 -3.63 0.0581
H -0.59 1.01 -4.65 0.0737
H -1.12 2.01 -3.26 0.0570
C 2.28 -0.66 -0.60 -0.2008
O 3.17 -1.31 -0.99 0.1426
H -1.03 0.48 -1.09 -0.0727
H 0.43 -1.37 0.21 -0.0202
C -0.95 1.46 6.59 0.0290
N -1.02 1.30 5.15 -0.0286
N 0.00 0.88 4.35 0.0862
C -0.41 0.97 3.06 -0.3448
O 0.31 0.54 2.07 -0.2446
C -1.69 1.56 3.07 0.0841
C -2.03 1.74 4.39 -0.2383
C -3.26 2.29 4.99 0.0116
C 1.16 0.18 4.83 -0.1774
C 1.03 -0.72 5.89 -0.0249
C 2.14 -1.45 6.31 -0.0345
C 3.37 -1.32 5.65 -0.0402
C 3.49 -0.39 4.59 -0.0487
C 2.39 0.35 4.18 -0.0187
H 0.03 1.18 6.97 0.0958
H -1.71 0.83 7.06 0.1201
H -1.15 2.50 6.87 0.1159
H -2.26 1.79 2.18 0.1259
H -3.77 1.57 5.65 0.1116
H -3.08 3.22 5.55 0.1085
H -3.94 2.53 4.16 0.1020
H 0.06 -0.85 6.36 0.1173
H 2.03 -2.14 7.16 0.1236
H 4.23 -1.92 5.94 0.1228
H 4.45 -0.24 4.09 0.1183
H 2.46 1.07 3.35 0.1128

---

4.
48
Properties=species:S:1:pos:R:3:lowdin_charge:R:1 method="wB97M-V/def2-TZVPD" de_lowest_kcal_mol=134.07 homo_lumo_gap_ev=9.6 e_lumo_ev=0.4 smiles="N[C@@H](Cc1ccc(O)cc1)C(=O)O.NCCCC[C@H](N)C(=O)O" e_homo_ev=-9.19
N 5.28 2.49 1.39 0.1429
C 5.12 1.89 0.04 -0.2039
C 3.76 2.45 -0.32 -0.1095
C 3.20 1.79 -1.55 -0.2300
C 3.29 2.38 -2.80 -0.0353
C 2.65 1.84 -3.94 0.0379
C 2.16 0.54 -3.83 -0.2648
O 1.80 0.05 -5.04 0.1164
C 2.10 -0.13 -2.57 0.0443
C 2.53 0.57 -1.42 -0.0003
C 6.40 2.24 -0.86 -0.2974
O 7.47 2.56 -0.38 0.1066
O 6.25 1.98 -2.29 0.1050
H 6.12 2.56 1.51 -0.0377
H 4.98 3.31 1.33 -0.0169
H 4.99 0.84 0.10 0.1351
H 3.83 3.50 -0.35 0.1214
H 3.19 2.18 0.47 0.0912
H 3.66 3.35 -2.86 0.1052
H 2.55 2.38 -4.79 0.0815
H 1.08 -0.40 -4.96 0.0127
H 1.59 -0.97 -2.53 0.0511
H 2.39 0.20 -0.48 0.0865
H 5.38 1.93 -2.45 -0.0320
N -6.76 -2.71 3.43 0.0101
C -6.71 -1.39 2.79 -0.2304
C -5.21 -0.85 2.92 -0.1480
C -4.57 -1.50 1.66 -0.2058
C -3.08 -1.06 1.50 -0.1242
C -2.45 -2.01 0.50 -0.2908
N -2.10 -3.30 1.03 0.1292
C -1.10 -1.48 -0.08 -0.3967
O 0.04 -1.96 -0.07 0.0725
O -1.21 -0.30 -0.75 0.1023
H -6.20 -2.66 4.21 0.0276
H -6.26 -3.35 2.86 0.0399
H -7.41 -0.75 3.21 0.0679
H -6.98 -1.48 1.72 0.1160
H -4.62 -1.05 3.74 0.0787
H -5.14 0.22 2.71 0.1082
H -5.09 -1.16 0.88 0.0651
H -4.63 -2.55 1.67 0.0888
H -3.06 -0.02 1.07 0.1336
H -2.55 -1.03 2.45 0.1220
H -3.15 -2.12 -0.28 0.1395
H -1.44 -3.61 0.55 -0.0284
H -1.79 -3.21 1.89 0.0390
H -0.31 -0.17 -1.01 0.0741

---

5.
44
Properties=species:S:1:pos:R:3:lowdin_charge:R:1 method="wB97M-V/def2-TZVPD" homo_lumo_gap_ev=8.9 e_lumo_ev=-3.0 e_homo_ev=-11.83 total_charge=+1
C 1.30 -3.52 -0.23 -0.0319
C 0.33 -2.34 -0.18 -0.5379
C -1.09 -2.86 0.09 -0.0208
C 0.76 -1.38 0.95 -0.0528
C -0.03 -0.11 0.97 -0.1690
N -0.20 0.53 2.11 -0.0321
C 0.27 0.07 3.40 -0.1260
C -0.37 1.03 4.41 -0.1488
C -0.47 2.32 3.61 -0.1498
C -0.84 1.83 2.22 -0.1271
C -0.54 0.38 -0.24 0.0267
C -0.36 -0.28 -1.43 -0.2145
N -0.80 0.21 -2.59 0.0362
N -1.28 1.52 -2.71 -0.0271
C -0.25 2.53 -2.87 -0.1836
C 0.73 2.30 -4.05 -0.1446
C 1.58 1.18 -3.77 -0.2324
N 2.22 0.27 -3.48 0.1812
C 0.37 -1.58 -1.51 -0.0722
H 1.29 -4.07 0.71 0.0930
H 1.02 -4.20 -1.03 0.0942
H 2.31 -3.18 -0.42 0.0921
H -1.12 -3.39 1.04 0.0939
H -1.39 -3.55 -0.69 0.0942
H -1.81 -2.05 0.13 0.0882
H 1.81 -1.11 0.80 0.1564
H 0.69 -1.91 1.90 0.1212
H -0.03 -0.96 3.59 0.1271
H 1.36 0.13 3.45 0.1413
H 0.22 1.13 5.31 0.1207
H -1.36 0.67 4.68 0.1216
H -1.21 3.01 4.02 0.1202
H 0.50 2.83 3.59 0.1212
H -0.49 2.51 1.44 0.1264
H -1.93 1.71 2.12 0.1421
H -1.11 1.29 -0.26 0.1040
H -0.58 -0.32 -3.43 0.1614
H -1.96 1.55 -3.47 0.1390
H -0.77 3.48 -3.00 0.1286
H 0.32 2.57 -1.94 0.1182
H 0.19 2.13 -4.98 0.1289
H 1.35 3.19 -4.17 0.1303
H 1.41 -1.36 -1.78 0.1192
H -0.05 -2.20 -2.30 0.1430

---

6.
43
Properties=species:S:1:pos:R:3:lowdin_charge:R:1 method="wB97M-V/def2-TZVPD" de_lowest_kcal_mol=30.81 homo_lumo_gap_ev=9.6 e_lumo_ev=0.8 smiles=Cc1cccc(C)c1OCCCCCNCCO e_homo_ev=-8.84
C -4.16 -1.09 -1.84 -0.0400
C -3.73 0.05 -0.95 -0.2008
C -4.28 1.31 -1.15 -0.0525
C -3.97 2.36 -0.31 -0.0848
C -3.12 2.15 0.76 -0.0516
C -2.55 0.91 0.98 -0.1981
C -1.66 0.70 2.17 -0.0280
C -2.83 -0.13 0.09 -0.1952
O -2.25 -1.38 0.32 -0.0717
C -1.28 -1.78 -0.64 -0.1908
C 0.10 -1.16 -0.39 -0.1712
C 0.76 -1.75 0.85 -0.2093
C 2.01 -1.00 1.31 -0.1878
C 3.18 -1.04 0.31 -0.2176
N 3.21 0.04 -0.67 -0.0836
C 3.65 1.34 -0.16 -0.2117
C 5.18 1.38 -0.17 -0.2759
O 5.68 1.06 -1.45 -0.0745
H -5.22 -0.99 -2.07 0.0814
H -3.99 -2.04 -1.34 0.0816
H -3.61 -1.08 -2.78 0.0842
H -4.98 1.46 -1.96 0.1109
H -4.40 3.34 -0.48 0.1006
H -2.90 2.96 1.44 0.1107
H -1.66 -0.35 2.45 0.0747
H -0.63 1.00 1.95 0.0769
H -2.00 1.29 3.01 0.0819
H -1.23 -2.87 -0.55 0.1344
H -1.61 -1.53 -1.65 0.1138
H -0.02 -0.08 -0.28 0.1159
H 0.71 -1.36 -1.28 0.1142
H 0.04 -1.75 1.66 0.1018
H 1.03 -2.79 0.65 0.1161
H 1.75 0.04 1.52 0.0960
H 2.34 -1.44 2.25 0.1091
H 3.15 -1.98 -0.25 0.1170
H 4.13 -1.01 0.85 0.1083
H 2.31 0.13 -1.11 0.0892
H 3.29 1.56 0.86 0.1106
H 3.28 2.11 -0.83 0.1219
H 5.59 0.69 0.58 0.1051
H 5.54 2.39 0.07 0.1163
H 5.14 0.32 -1.76 0.0724

---

7.
43
Properties=species:S:1:pos:R:3:lowdin_charge:R:1 method="wB97M-V/def2-TZVPD" de_lowest_kcal_mol=373.31 homo_lumo_gap_ev=9.1 e_lumo_ev=0.8 smiles=Cc1cc(C)cc(OCCCCCNCCO)c1 e_homo_ev=-8.33
C 4.04 0.74 2.17 -0.0448
C 3.31 0.35 0.89 -0.2708
C 3.56 -0.71 0.16 0.0094
C 2.70 -1.17 -0.96 -0.3706
C 2.97 -2.20 -1.64 -0.1498
C 1.66 -0.46 -1.48 0.0774
C 1.31 0.80 -0.57 -0.0809
O 0.27 1.66 -1.19 -0.1030
C -0.17 2.61 -0.29 -0.2544
C -1.67 3.18 -0.77 -0.0386
C -2.63 1.85 -0.91 -0.0943
C -2.89 1.08 0.47 -0.2690
C -3.56 -0.04 0.61 -0.2993
N -2.71 -1.27 0.69 -0.1064
C -1.65 -1.66 -0.14 -0.3247
C -1.08 -2.91 0.19 -0.5434
O -1.89 -3.77 0.07 -0.0230
C 2.04 1.08 0.65 0.0101
H 4.70 -0.17 2.55 0.1259
H 4.49 1.66 2.08 0.0357
H 3.26 0.98 2.95 0.0938
H 4.08 -1.34 0.60 0.0331
H 2.36 -2.45 -2.76 0.1877
H 3.98 -2.45 -1.67 0.0643
H 2.66 -3.22 -1.03 0.1538
H 0.99 -0.58 -2.19 0.0542
H 0.46 3.60 -0.32 0.1421
H -0.27 2.21 0.74 0.0973
H -2.03 3.88 -0.21 0.0176
H -1.56 3.35 -1.93 0.1409
H -2.09 0.93 -1.24 0.1068
H -3.40 1.96 -1.29 -0.0359
H -3.59 1.81 1.03 0.1368
H -2.00 1.37 1.20 0.1518
H -4.35 0.01 1.11 0.0525
H -3.99 -0.27 -0.40 0.1576
H -2.33 -1.18 1.85 0.2128
H -2.19 -1.43 -1.10 0.1503
H -0.96 -0.69 -0.06 0.1409
H -0.36 -3.11 -0.76 0.1782
H -0.63 -2.70 1.23 0.1469
H -2.80 -3.47 0.70 0.2371
H 1.94 2.14 0.91 0.0939

---

8.
44
Properties=species:S:1:pos:R:3:lowdin_charge:R:1 method="wB97M-V/def2-TZVPD" de_lowest_kcal_mol=163.55 homo_lumo_gap_ev=9.1 e_lumo_ev=0.8 smiles=CCN(CC)CC#C[C@H](C)OCOCC#CCOC e_homo_ev=-8.30
C -1.09 5.86 0.72 -0.0845
C -0.94 5.20 -0.66 -0.2461
N -0.05 4.07 -0.77 -0.2018
C 1.35 4.33 -1.05 -0.2440
C 2.17 5.02 0.05 -0.0795
C -0.30 3.01 0.19 -0.2081
C 0.25 1.74 -0.26 0.0195
C 0.76 0.72 -0.64 0.0346
C 1.29 -0.55 -1.10 -0.3858
C 1.94 -0.39 -2.47 -0.0242
O 0.26 -1.54 -1.23 -0.0760
C -0.27 -1.96 -0.01 -0.2595
O 0.63 -2.71 0.76 -0.0990
C 0.96 -3.97 0.19 -0.1987
C -0.13 -4.92 0.26 0.0218
C -1.10 -5.64 0.30 0.0148
C -2.20 -6.57 0.44 -0.2361
O -2.11 -7.38 1.60 -0.1825
C -2.20 -6.67 2.80 -0.1138
H -0.14 6.21 1.10 0.0544
H -1.76 6.71 0.64 0.0703
H -1.51 5.16 1.44 0.0637
H -1.93 4.86 -0.99 0.1136
H -0.59 5.95 -1.38 0.1150
H 1.80 3.36 -1.28 0.1011
H 1.38 4.94 -1.95 0.1145
H 2.09 4.48 0.99 0.0672
H 3.22 5.02 -0.24 0.0693
H 1.86 6.05 0.20 0.0575
H -1.38 2.90 0.29 0.1308
H 0.11 3.22 1.20 0.1226
H 2.04 -0.91 -0.37 0.1529
H 1.19 -0.05 -3.19 0.0890
H 2.34 -1.34 -2.81 0.0798
H 2.74 0.35 -2.42 0.0839
H -0.56 -1.11 0.62 0.1387
H -1.16 -2.56 -0.27 0.1393
H 1.81 -4.34 0.77 0.1328
H 1.26 -3.84 -0.87 0.1307
H -3.15 -6.00 0.45 0.1287
H -2.21 -7.27 -0.40 0.1304
H -2.12 -7.40 3.60 0.0891
H -3.17 -6.15 2.88 0.0902
H -1.40 -5.93 2.89 0.0833